--- w ---
DFT (ωB97M-V/def2-TZVPD) results for an isolated ion of composition C3H7N2O and charge +1.

Last column: Mulliken charge in e.
CARTESIAN COORDINATES (ANGSTROEM)
N 0.441 -1.444 1.741  -0.3517
C 0.208 -0.354 1.015  0.5979
O 0.693 0.739 1.219  -0.6573
C -0.721 -0.544 -0.197  -0.5598
C -0.297 0.635 -1.262  0.0602
N 0.390 1.766 -1.258  -0.2034
H 1.041 -1.367 2.549  0.2621
H 0.028 -2.339 1.542  0.2064
H -0.631 -1.480 -0.736  0.3879
H -1.759 -0.341 0.064  0.3250
H -0.693 0.368 -2.242  0.3519
H 0.512 2.328 -2.093  0.2747
H 0.787 2.032 -0.341  0.3063

Results
**Net charge**: +1
**Molar mass**: 87.10 g/mol
**Lowest unoccupied orbital energy**: -5.08 eV

=====

--- x ---
DFT (ωB97M-V/def2-TZVPD) results for an isolated ion of composition C3H7N2O and charge +1.

Last column: Mulliken charge in e.
CARTESIAN COORDINATES (ANGSTROEM)
N 0.444 1.654 1.268  -0.4250
C 0.903 0.734 0.350  0.4782
O 2.199 0.710 -0.262  -0.3872
C 1.512 -0.532 -0.023  -0.3905
C 0.339 -0.120 -0.853  -0.2980
N -0.934 -0.912 -0.646  -0.4067
H 0.234 1.237 2.140  0.2357
H 0.708 2.547 1.244  0.2182
H 1.934 -1.436 0.273  0.4350
H 0.326 0.132 -1.900  0.3942
H -0.908 -1.671 0.075  0.3662
H -1.289 -1.438 -1.459  0.3796
H -1.775 -0.211 -0.701  0.4003

Results
**Net charge**: +1
**Molar mass**: 87.10 g/mol
**Lowest unoccupied orbital energy**: -4.10 eV

=====

In order of decreasing stability: w, x.

=====

--- w ---
DFT (ωB97M-V/def2-TZVPD) results for a 2-piece molecular cluster, C2H3INO2 overall.

Last column: Mulliken charge in e.
CARTESIAN COORDINATES (ANGSTROEM)
C -0.667 1.612 0.891  0.3800
C 0.254 -1.347 -0.203  -0.7007
N 0.265 0.018 -0.499  0.2499
O -1.092 1.145 1.841  -0.1451
O 0.592 0.527 -1.517  -0.2997
I -0.215 3.149 -0.292  0.5481
H -0.554 -1.552 0.505  0.2927
H 1.181 -1.558 0.357  0.3277
H 0.235 -1.995 -1.084  0.3469

Results
**Net charge**: +1
**Molar mass**: 199.95 g/mol
**Lowest unoccupied orbital energy**: -5.85 eV

=====

--- x ---
DFT (ωB97M-V/def2-TZVPD) results for a 2-piece molecular cluster, C2H3INO2 overall.

Last column: Mulliken charge in e.
CARTESIAN COORDINATES (ANGSTROEM)
C 0.689 -1.008 0.235  0.4439
C -1.086 0.464 0.115  -0.8136
N 0.022 -0.196 -0.555  0.5106
O 0.950 -1.906 0.883  -0.0557
O 0.294 -0.002 -1.741  -0.3020
I 3.281 0.758 0.267  0.1870
H -1.991 -0.142 -0.009  0.3489
H -1.259 1.427 -0.375  0.3132
H -0.900 0.605 1.179  0.3678

Results
**Net charge**: +1
**Molar mass**: 199.95 g/mol
**Lowest unoccupied orbital energy (alpha / beta)**: -7.70 / -7.60 eV

=====

In order of decreasing stability: w, x.

=====

--- w ---
DFT (ωB97M-V/def2-TZVPD) results for a 2-piece molecular cluster, CH4S overall.

Last column: Mulliken charge in e.
CARTESIAN COORDINATES (ANGSTROEM)
C -0.528 0.477 0.530  -0.7436
S 1.685 -0.821 -0.757  -0.2762
H -1.016 0.557 -0.433  0.3251
H -0.040 1.341 1.086  0.2606
H -0.868 -0.278 1.048  0.3535
H 0.767 -1.276 -1.475  0.0805

Results
**Molar mass**: 48.11 g/mol
**Lowest unoccupied orbital energy**: -1.74 eV

=====

--- x ---
DFT (ωB97M-V/def2-TZVPD) results for a single CH4S molecule.

Last column: Mulliken charge in e.
CARTESIAN COORDINATES (ANGSTROEM)
C 0.228 0.989 -0.495  -0.6884
S -0.139 -0.550 0.408  -0.1903
H 1.106 0.832 -1.116  0.2671
H -0.603 1.309 -1.109  0.2661
H 0.511 1.702 0.275  0.2396
H -0.439 -1.319 -0.645  0.1060

Results
**Molar mass**: 48.11 g/mol
**Lowest unoccupied orbital energy**: 1.07 eV

=====

In order of decreasing stability: x, w.

=====

--- w ---
DFT (ωB97M-V/def2-TZVPD) results for a 2-piece molecular cluster, C3H10Si2 overall.

Last column: Mulliken charge in e.
CARTESIAN COORDINATES (ANGSTROEM)
C -0.925 0.734 -2.139  -0.5758
C -1.108 0.895 -0.829  -0.2611
C -0.876 -0.922 1.475  -1.0550
Si 2.154 -0.335 0.100  0.3417
Si 0.079 0.402 0.547  0.1912
H -1.457 1.113 -3.005  0.2996
H 0.108 0.336 -2.452  0.0535
H -1.884 1.510 -0.646  0.4080
H -1.599 -1.466 0.777  0.3060
H -0.207 -1.690 1.779  0.3831
H -1.666 -0.569 2.215  0.3144
H 2.560 -0.979 1.486  -0.0776
H 1.940 -1.345 -0.803  -0.1262
H 3.312 0.488 -0.394  -0.1119
H -0.431 1.827 1.891  -0.0901

Results
**Molar mass**: 102.28 g/mol
**Lowest unoccupied orbital energy**: 0.44 eV

=====

--- x ---
DFT (ωB97M-V/def2-TZVPD) results for a 2-piece molecular cluster, C3H10Si2 overall.

Last column: Mulliken charge in e.
CARTESIAN COORDINATES (ANGSTROEM)
Si -0.881 1.863 2.188  0.1780
Si -0.454 2.216 -0.080  0.3670
H 0.053 2.468 3.252  -0.0670
H -0.614 0.347 2.268  -0.0724
H -2.342 2.330 2.491  -0.0592
H -0.244 0.830 -0.685  -0.1444
H -1.353 2.942 -0.853  -0.1348
H 0.728 3.122 -0.149  -0.0985
C 1.443 -1.735 -1.173  -0.2547
C 0.167 -1.660 -1.402  -0.2340
C 0.611 -3.009 -1.059  -0.6200
H 2.430 -1.563 -1.242  0.4433
H -0.616 -0.919 -1.481  0.3047
H 0.694 -3.709 -1.933  0.1713
H 0.376 -3.524 -0.143  0.2206

Results
**Molar mass**: 102.28 g/mol
**Lowest unoccupied orbital energy**: 0.88 eV

=====

In order of decreasing stability: w, x.

=====

--- w ---
DFT (ωB97M-V/def2-TZVPD) results for a 3-piece molecular cluster, C4H11N3S overall.

Last column: Mulliken charge in e.
CARTESIAN COORDINATES (ANGSTROEM)
C -0.259 3.739 -0.835  -0.2562
C -0.655 -2.507 0.329  -0.7960
C -1.624 -1.614 0.288  0.1017
C -1.634 -0.462 1.131  -0.7479
N 2.615 -2.192 -1.551  -0.4214
N 2.963 -0.343 0.140  -0.4893
N -1.194 3.146 -0.215  -0.3991
S 3.013 -1.878 -0.142  0.3849
H 0.034 4.864 -0.702  0.1862
H 0.278 3.208 -1.635  0.2457
H 0.114 -2.612 1.084  0.3037
H -0.700 -3.269 -0.436  0.2288
H -2.452 -1.565 -0.496  0.2692
H -1.686 0.409 0.458  0.1335
H -0.711 -0.521 1.772  0.2512
H -2.528 -0.587 1.714  0.2591
H 2.384 -1.460 -2.315  0.2851
H 3.576 -0.202 0.971  0.2402
H -1.534 3.845 0.443  0.2205

Results
**Molar mass**: 133.22 g/mol
**Lowest unoccupied orbital energy**: -0.15 eV

=====

--- x ---
DFT (ωB97M-V/def2-TZVPD) results for a single C4H11N3S molecule.

Last column: Mulliken charge in e.
CARTESIAN COORDINATES (ANGSTROEM)
C 2.173 -1.878 -0.747  -0.6355
C 2.165 -0.498 -1.352  -0.3829
C 1.303 -0.770 -0.134  -0.0586
C -1.801 1.306 0.529  -0.2830
N -3.127 1.595 0.047  -0.5173
N -1.010 -1.753 0.979  -0.6239
N -0.997 0.608 -0.367  -0.2419
S -0.551 -1.077 -0.292  0.2245
H 1.815 -2.723 -1.276  0.2494
H 3.112 -2.156 -0.176  0.2012
H 3.128 0.099 -1.033  0.1728
H 1.838 -0.240 -2.361  0.2766
H 1.670 -0.387 0.830  0.3139
H -1.194 2.209 0.969  0.2096
H -3.004 1.779 -0.982  0.1835
H -1.912 0.647 1.395  0.2510
H -3.604 2.298 0.605  0.2260
H -0.585 -1.339 1.853  0.2419
H -1.400 0.809 -1.355  0.1926

Results
**Molar mass**: 133.22 g/mol
**Lowest unoccupied orbital energy**: 0.80 eV

=====

In order of decreasing stability: x, w.

=====

--- w ---
DFT (ωB97M-V/def2-TZVPD) results for a 11-piece molecular cluster, C6H31NO10 overall.

Last column: Mulliken charge in e.
CARTESIAN COORDINATES (ANGSTROEM)
C -0.749 -2.741 2.952  -1.1084
C -1.213 -2.212 1.814  -0.0376
N -0.484 -1.342 0.984  0.2119
C -1.198 -0.538 0.065  -1.2255
C -0.461 0.683 -0.146  1.7042
C -1.059 1.713 -0.714  -0.3993
C -0.307 2.958 -0.878  -1.3908
H 0.212 -2.663 3.388  0.3451
H -1.404 -3.377 3.451  0.3015
H -2.192 -2.631 1.283  0.2164
H 0.430 -1.003 1.420  0.2930
H -1.273 -1.205 -0.841  0.4147
H -2.228 -0.612 0.394  0.6615
H 0.503 0.653 0.397  -0.5910
H -2.058 1.665 -1.254  0.1805
H 0.712 2.769 -1.233  0.2014
H -0.664 3.699 -1.645  0.3794
H -0.219 3.487 0.148  0.2273
O -4.082 0.151 -0.488  -0.6568
H -3.604 0.634 0.297  0.4800
H -5.090 0.376 -0.330  0.3110
O -2.822 1.618 1.357  -0.6671
H -2.001 1.108 1.560  0.3878
H -2.744 2.488 1.643  0.3005
O 2.596 0.523 -0.580  -0.6361
H 3.123 -0.241 -0.678  0.2617
H 2.312 0.756 -1.510  0.2276
O 1.752 0.932 1.845  -0.7008
H 2.111 1.802 2.111  0.2774
H 2.107 0.703 0.973  0.2040
O 1.531 -0.374 -2.849  -0.6715
H 1.516 -1.433 -2.818  0.2882
H 0.705 -0.136 -3.183  0.2615
O 3.484 -1.901 -1.144  -0.7857
H 2.591 -2.347 -1.066  0.4558
H 3.468 -1.764 -2.130  0.3247
O -0.699 0.621 2.797  -0.7760
H -0.835 -0.249 3.237  0.3155
H 0.225 0.627 2.323  0.3705
O -2.274 -0.215 -3.078  -0.6616
H -2.949 -0.931 -3.169  0.3065
H -2.445 0.325 -2.251  0.2082
O 3.808 2.503 0.777  -0.6102
H 3.481 1.901 0.160  0.4659
H 4.000 3.255 0.306  0.3175
O 0.980 -2.763 -1.618  -0.6863
H 0.476 -2.471 -0.842  0.4461
H 0.854 -3.740 -1.741  0.2573

Results
**Molar mass**: 277.31 g/mol
**Lowest unoccupied orbital energy**: 0.07 eV

=====

--- x ---
DFT (ωB97M-V/def2-TZVPD) results for a 10-piece molecular cluster, C6H31NO10 overall.

Last column: Mulliken charge in e.
CARTESIAN COORDINATES (ANGSTROEM)
C 2.804 -1.350 0.236  -2.1838
C 1.745 -0.646 -0.216  0.9790
C 1.096 0.422 0.631  -0.1948
C -0.268 0.025 1.158  1.5100
C -0.244 -1.014 2.293  -0.7371
O -0.699 -2.254 1.804  -0.6600
N 1.314 -0.826 -1.519  -0.1335
C 0.127 -0.170 -2.046  -0.5664
H 3.372 -2.074 -0.368  0.5775
H 3.230 -1.171 1.165  0.4288
H 1.802 0.657 1.449  0.6297
H 1.046 1.340 0.081  -0.7139
H -0.915 -0.312 0.319  -1.4416
H -0.776 0.939 1.580  0.6536
H -1.009 -0.764 3.032  0.3400
H 0.805 -1.091 2.736  0.2803
H 0.013 -2.761 1.421  0.3432
H 1.446 -1.755 -1.911  0.3996
H -0.852 -0.685 -1.779  0.1332
H 0.053 0.886 -1.741  0.0549
H 0.168 -0.152 -3.131  0.4243
O 0.484 2.287 3.280  -0.6138
H 0.935 1.475 3.252  0.2508
H 0.994 2.847 3.794  0.2980
O 1.204 -3.825 0.717  -0.7430
H 2.015 -3.217 0.658  0.3755
H 1.435 -4.605 1.112  0.2295
O -0.976 2.883 -2.663  -0.7089
H -1.274 3.584 -3.204  0.2702
H -0.120 3.133 -2.290  0.4059
O 1.288 3.611 -1.458  -0.7648
H 0.958 3.673 -0.556  0.3784
H 1.941 2.874 -1.426  0.3374
O -2.110 -2.315 -0.453  -0.7227
H -2.808 -2.904 -0.269  0.2913
H -1.589 -2.274 0.394  0.5490
O -2.192 2.505 -0.315  -0.7309
H -2.603 1.650 -0.316  0.3988
H -1.807 2.699 -1.198  0.4131
O 0.030 3.443 0.875  -0.7784
H 0.120 3.078 1.782  0.3540
H -0.931 3.141 0.510  0.4960
O -3.287 0.094 -0.764  -0.7674
H -2.766 -0.762 -0.581  0.3473
H -3.591 0.096 -1.685  0.3088
O 0.292 -3.520 -1.794  -0.7667
H 0.629 -3.821 -0.955  0.4296
H -0.529 -3.073 -1.641  0.3400

Results
**Molar mass**: 277.31 g/mol
**Lowest unoccupied orbital energy**: 0.26 eV

=====

In order of decreasing stability: x, w.